# 1
The following is a DFT calculation (wB97M-V/def2-TZVPD) of a cluster of 2 separate species, C3H7IN2O in total at a distorted geometry.

Atoms and positions in Å:
C1 0.154 -1.088 0.938
C2 0.900 1.655 0.276
C3 -1.412 -1.379 -0.581
N1 -0.442 -1.866 0.039
N2 0.433 0.423 -1.510
O1 1.127 0.312 -0.320
I1 -2.697 0.385 0.090
H1 0.918 -1.587 1.601
H2 -0.483 -0.488 1.668
H3 1.620 2.387 -0.191
H4 1.000 1.597 1.317
H5 0.015 2.102 -0.060
H6 -1.978 -2.041 -1.234
H7 0.843 -0.412 -2.032

Properties
Energy = -16346.4261 eV
Multiplicity = 1
E_LUMO (spin up / spin down) = -0.007 / -0.420 eV
Frontier orbital gap (spin up / spin down) = 0.29486 / 0.31317 Eh

Löwdin atomic charges, in units of e: atom 1 (C): -0.14, atom 2 (C): -0.07, atom 3 (C): -0.52, atom 4 (N): -0.09, atom 5 (N): 0.04, atom 6 (O): -0.30, atom 7 (I): 0.62, atom 8 (H): 0.10, atom 9 (H): 0.05, atom 10 (H): 0.11, atom 11 (H): 0.07, atom 12 (H): 0.02, atom 13 (H): 0.04, atom 14 (H): 0.08

# 2
The following is a DFT calculation (wB97M-V/def2-TZVPD) of a structure of composition C3H7IN2S at a distorted geometry.

Atoms and positions in Å:
C1 0.626 -1.093 0.739
C2 -1.999 0.571 -0.688
C3 0.666 0.304 0.051
N1 -0.296 -1.867 0.283
N2 1.795 1.053 0.584
S1 -0.773 1.393 0.449
I1 3.511 0.024 -0.207
H1 1.034 -1.233 1.657
H2 -2.985 1.000 -0.532
H3 -1.676 -0.463 -0.418
H4 -1.691 0.910 -1.730
H5 0.500 0.208 -0.996
H6 -0.509 -2.790 0.693
H7 1.797 1.983 0.115

Properties
Energy = -25138.2787 eV
Multiplicity = 1
E_LUMO = -0.571 eV
Frontier orbital gap = 0.29829 Eh

Löwdin atomic charges, in units of e: atom 1 (C): -0.26, atom 2 (C): -0.36, atom 3 (C): -0.82, atom 4 (N): 0.08, atom 5 (N): -0.45, atom 6 (S): 0.79, atom 7 (I): 0.73, atom 8 (H): 0.07, atom 9 (H): 0.03, atom 10 (H): -0.01, atom 11 (H): 0.05, atom 12 (H): 0.06, atom 13 (H): 0.07, atom 14 (H): 0.02

# 3
The following is a DFT calculation (wB97M-V/def2-TZVPD) of the molecule C3H7IN2Si at a distorted geometry.

Atoms and positions in Å:
C1 -0.371 2.186 -0.360
C2 -1.136 0.803 -0.497
C3 1.647 -1.391 -0.236
N1 0.154 2.578 0.680
N2 -1.030 -0.170 0.592
Si1 0.463 -0.826 1.174
I1 -0.362 -2.621 2.661
H1 -0.411 2.628 -1.347
H2 -2.042 1.056 -0.883
H3 -0.701 0.295 -1.266
H4 2.136 -0.625 -0.702
H5 2.464 -2.073 0.115
H6 1.004 -1.760 -1.166
H7 -1.814 -0.080 1.234

Properties
Energy = -22180.8027 eV
Multiplicity = 1
E_LUMO (spin up / spin down) = -0.638 / -0.723 eV
Frontier orbital gap (spin up / spin down) = 0.31702 / 0.23576 Eh

Löwdin atomic charges, in units of e: atom 1 (C): -0.28, atom 2 (C): -0.24, atom 3 (C): -0.28, atom 4 (N): 0.16, atom 5 (N): -0.24, atom 6 (Si): 0.17, atom 7 (I): 0.33, atom 8 (H): 0.10, atom 9 (H): 0.08, atom 10 (H): 0.06, atom 11 (H): -0.05, atom 12 (H): 0.04, atom 13 (H): 0.08, atom 14 (H): 0.06

# 4
The following is a DFT calculation (wB97M-V/def2-TZVPD) of the molecule C3H7N at a distorted geometry.

Atoms and positions in Å:
C1 -0.411 -0.273 0.022
C2 -0.217 1.227 -0.243
C3 0.706 0.461 0.648
H1 0.503 -2.000 -0.353
H2 -0.944 -1.764 -1.354
H3 -1.147 -0.467 0.861
H4 0.011 1.575 -1.221
H5 -0.959 1.874 0.320
H6 0.721 0.531 1.816
H7 1.757 0.113 0.435
N1 -0.020 -1.275 -0.930

Properties
Energy = -4712.7574 eV
SMILES string = NC1CC1
Multiplicity = 1
E_LUMO = 1.153 eV
Frontier orbital gap = 0.39014 Eh

Löwdin atomic charges, in units of e: atom 1 (C): -0.47, atom 2 (C): -0.11, atom 3 (C): -0.20, atom 4 (H): 0.09, atom 5 (H): 0.13, atom 6 (H): 0.14, atom 7 (H): 0.08, atom 8 (H): 0.11, atom 9 (H): 0.12, atom 10 (H): 0.11, atom 11 (N): -0.01